{"formula": "C19H67BaF3O18", "method": "ωB97M-V/def2-TZVPD", "molar_mass_g_mol": 778.05, "gap_ha": 0.1939, "charge": 0, "max_force_ha_per_bohr": 0.354, "de_lowest_ev": 59.586, "elements": ["Ba", "F", "F", "F", "O", "O", "O", "O", "O", "O", "O", "O", "O", "O", "O", "O", "O", "O", "O", "O", "O", "O", "C", "C", "C", "C", "C", "C", "C", "C", "C", "C", "C", "C", "C", "C", "C", "C", "C", "C", "C", "H", "H", "H", "H", "H", "H", "H", "H", "H", "H", "H", "H", "H", "H", "H", "H", "H", "H", "H", "H", "H", "H", "H", "H", "H", "H", "H", "H", "H", "H", "H", "H", "H", "H", "H", "H", "H", "H", "H", "H", "H", "H", "H", "H", "H", "H", "H", "H", "H", "H", "H", "H", "H", "H", "H", "H", "H", "H", "H", "H", "H", "H", "H", "H", "H", "H", "H"], "coordinates": [[2.192, -2.369, -0.532], [-0.876, -0.308, 2.099], [-1.498, 0.816, 0.350], [-2.370, -1.036, 0.797], [-1.147, 0.120, -3.065], [-3.999, -1.299, 2.202], [-2.984, -0.791, -2.962], [-1.752, -2.660, -0.362], [3.610, -1.578, 0.535], [5.100, 2.334, 1.186], [0.710, -0.090, -3.241], [-3.008, -1.650, 3.729], [1.398, 3.066, -1.845], [1.099, -0.619, 0.094], [3.216, 2.206, -2.211], [0.925, 2.781, 3.248], [-2.789, 3.204, 0.647], [1.930, -1.099, -2.140], [-0.219, -2.623, 2.234], [-3.598, -2.003, 0.210], [3.237, -0.772, 2.413], [0.053, -2.560, 0.276], [-1.574, -4.035, -0.447], [3.121, -0.341, -2.268], [-3.796, -0.007, 1.692], [-0.194, -1.183, -0.044], [-2.931, -1.611, -1.802], [-1.249, -0.396, 0.818], [2.811, 1.066, 0.060], [-1.456, -3.241, 2.310], [1.393, 0.684, -0.392], [3.890, 2.296, 1.940], [1.188, 1.232, -3.577], [-4.150, -3.243, 0.585], [-1.757, -1.090, 3.581], [1.852, -1.128, 2.423], [3.802, 2.935, -3.274], [0.991, 1.572, 2.486], [1.768, 3.759, -0.678], [-1.343, 1.265, -2.257], [-3.091, 2.310, -0.402], [-1.869, 0.913, -1.369], [-2.127, -2.776, 1.588], [-3.867, -1.904, 1.468], [-0.710, -4.276, -1.067], [-1.396, -4.513, 0.516], [3.550, 1.302, 2.233], [-2.730, -2.158, -0.171], [0.703, 1.451, -0.040], [1.242, -0.535, 1.742], [-4.431, -3.792, -0.314], [4.177, 3.882, -2.884], [-1.817, -0.109, 4.054], [3.011, 0.727, -2.081], [2.714, 4.294, -0.751], [-4.135, 2.007, -0.323], [-0.055, -2.430, 1.308], [3.507, -0.543, -3.267], [1.781, 3.107, 0.196], [-1.942, -0.413, -2.985], [-0.206, 0.066, -2.999], [-2.769, 0.242, 1.424], [0.456, 0.752, 2.965], [3.568, -0.618, 0.356], [-3.475, -3.801, 1.234], [3.554, -1.107, 1.571], [3.927, 2.890, 2.853], [-0.359, 1.607, -1.937], [3.865, -0.689, -1.550], [3.103, 1.971, -0.473], [-0.943, -2.208, -0.111], [3.473, 0.245, -0.218], [-4.173, 0.747, 2.382], [-0.939, -1.696, 3.971], [-2.440, -2.560, -2.019], [3.873, 2.195, -1.511], [-3.530, -1.378, 2.970], [-2.914, -1.373, -3.722], [2.192, 2.878, -2.350], [5.830, 2.013, 1.720], [-4.478, 0.129, 0.853], [-1.580, -0.946, 2.516], [1.738, -2.189, 2.201], [0.969, 4.494, -0.577], [0.524, 1.716, -4.294], [-1.328, -4.283, 2.014], [-2.371, -1.034, -1.067], [2.024, 1.255, 2.345], [-0.505, -1.092, -1.084], [1.324, 1.969, -2.787], [4.608, 2.424, -3.800], [1.205, -0.605, -2.529], [2.865, 1.188, 1.141], [-3.971, -1.801, -1.534], [-3.485, 3.064, 1.293], [3.090, 2.787, 1.385], [-2.477, -4.465, -0.883], [1.521, -1.151, 3.462], [-1.854, -3.192, 3.323], [-1.839, 2.041, -2.841], [-2.957, 2.743, -1.393], [3.054, 3.127, -4.042], [1.301, 3.512, 2.753], [1.298, 0.651, -1.477], [2.092, 1.132, -4.178], [-2.436, 1.439, -0.363], [0.490, 1.785, 1.541], [-5.025, -3.027, 1.198]], "forces_ev_per_angstrom": [[0.90, -14.58, -3.06], [10.34, 10.09, -11.07], [4.53, -1.36, 2.31], [9.64, 2.90, 0.51], [-8.17, 5.63, 0.06], [-11.44, 5.91, -12.48], [-5.45, -2.32, -1.40], [-1.82, -6.65, -3.46], [7.45, 1.43, -1.30], [-0.64, -0.01, -0.28], [6.60, 6.01, -8.79], [5.29, -3.46, 12.94], [-4.36, 3.91, 2.18], [-3.93, 4.92, 0.20], [7.46, 0.31, -2.44], [-0.09, -0.30, 0.59], [0.04, 0.19, 0.19], [8.11, -3.16, 1.51], [-0.73, -1.36, 7.86], [-13.76, -5.92, -0.65], [-2.32, 3.20, 5.83], [6.74, 3.78, -6.44], [0.04, -1.20, -0.82], [0.34, -1.39, -1.24], [-3.31, 3.51, 1.44], [5.11, 4.06, -0.30], [-1.95, 0.43, -3.34], [4.38, -0.81, 0.38], [-1.47, -1.18, -0.34], [0.47, -1.00, 0.69], [0.05, 1.30, -0.75], [0.86, 2.14, 2.06], [0.27, -0.97, -2.49], [-1.27, -1.08, -1.19], [-4.46, -2.32, 4.46], [1.52, -0.78, 1.86], [1.05, 0.70, -1.40], [-0.27, 1.14, 0.55], [-1.34, 1.03, -0.09], [-0.29, -0.46, -0.26], [-1.38, 0.36, -0.69], [0.33, 0.43, -2.30], [0.17, -0.72, 1.33], [0.31, 0.67, -0.08], [-0.06, -0.03, -0.35], [-0.18, 0.15, -0.52], [1.35, 0.12, 0.77], [-0.28, -2.37, -0.09], [0.00, -0.49, -0.06], [0.79, -0.59, 2.08], [-0.27, -0.52, 0.16], [0.02, 0.11, -0.18], [0.71, 0.69, 0.28], [-0.28, -2.36, -0.83], [0.21, -0.05, -0.09], [-0.15, -0.14, -0.24], [0.40, -0.69, 3.10], [0.33, 0.28, -0.17], [-0.19, 0.37, -0.06], [-0.76, -0.41, -0.25], [1.85, -1.15, 0.28], [-3.91, 2.29, 2.46], [0.40, 1.09, 0.56], [0.82, -1.88, 0.47], [-0.11, -0.36, -0.31], [0.96, -0.94, 1.59], [0.67, 0.10, 0.33], [-0.42, 0.33, 0.02], [0.31, -0.49, -0.45], [-0.57, -1.06, 2.07], [-2.94, -4.18, -0.63], [-0.11, 2.70, -0.94], [-0.11, -0.32, 0.71], [0.09, 0.41, 0.48], [-0.33, 0.76, -0.87], [0.60, 0.13, -0.18], [3.13, -0.65, 6.53], [-0.60, -0.08, -0.46], [-1.03, 1.37, 1.07], [-0.09, -0.10, 0.15], [0.42, 0.00, -0.49], [-6.34, -6.29, 7.37], [0.28, -0.04, -0.42], [0.23, 0.26, 0.61], [-0.69, -0.22, -0.08], [-0.23, -0.45, 0.57], [-0.93, 0.46, -1.77], [-1.12, 0.03, 0.57], [0.08, 0.38, -0.27], [-1.18, -2.53, -1.05], [0.10, -0.30, 0.32], [-0.65, 0.53, -0.26], [-0.76, -1.07, -2.56], [0.55, 0.34, -0.41], [0.22, 0.28, 0.29], [0.72, 0.24, 0.20], [0.14, -0.09, -0.17], [-0.26, 0.50, -0.03], [-0.14, -0.34, -0.50], [-0.08, -0.03, 0.32], [-0.17, 0.70, 0.33], [-0.18, 0.09, 0.24], [0.01, -0.09, -0.13], [-0.03, 0.40, 1.14], [0.23, -0.20, 0.10], [-3.76, 2.94, -0.60], [0.07, -0.22, 0.21], [-0.34, -0.37, -0.30]]}


{"formula": "C19H76N38O19", "method": "ωB97M-V/def2-TZVPD", "molar_mass_g_mol": 1141.06, "gap_ha": 0.2868, "charge": 0, "max_force_ha_per_bohr": 0.192, "de_lowest_ev": 14.473, "elements": ["O", "O", "O", "O", "O", "O", "O", "O", "O", "O", "O", "O", "O", "O", "O", "O", "O", "O", "O", "N", "N", "N", "N", "N", "N", "N", "N", "N", "N", "N", "N", "N", "N", "N", "N", "N", "N", "N", "N", "N", "N", "N", "N", "N", "N", "N", "N", "N", "N", "N", "N", "N", "N", "N", "N", "N", "N", "C", "C", "C", "C", "C", "C", "C", "C", "C", "C", "C", "C", "C", "C", "C", "C", "C", "C", "C", "H", "H", "H", "H", "H", "H", "H", "H", "H", "H", "H", "H", "H", "H", "H", "H", "H", "H", "H", "H", "H", "H", "H", "H", "H", "H", "H", "H", "H", "H", "H", "H", "H", "H", "H", "H", "H", "H", "H", "H", "H", "H", "H", "H", "H", "H", "H", "H", "H", "H", "H", "H", "H", "H", "H", "H", "H", "H", "H", "H", "H", "H", "H", "H", "H", "H", "H", "H", "H", "H", "H", "H", "H", "H", "H", "H"], "coordinates": [[1.556, 2.220, 2.673], [3.500, 2.761, 6.476], [1.831, 0.999, -0.536], [0.579, -5.838, -4.163], [-4.004, -2.685, 4.211], [-1.519, -3.535, -0.393], [4.243, -1.550, 4.772], [-3.243, -6.933, -4.179], [-2.909, -0.762, -4.030], [5.291, 4.290, 0.878], [3.147, -3.535, -1.471], [0.233, -2.277, 4.046], [-1.392, 0.684, 5.919], [4.125, 1.141, -5.164], [2.397, 5.833, -0.906], [-5.089, 1.531, 2.937], [-2.644, 0.347, 0.257], [1.471, 1.947, -7.753], [0.151, -1.303, -5.011], [-6.213, 1.254, 1.000], [2.444, 3.837, -1.791], [0.506, -0.416, -6.977], [0.401, 3.922, -7.438], [4.603, 6.361, 0.658], [-3.282, 2.442, -0.297], [1.404, -3.650, 2.762], [3.463, 2.233, 1.696], [-1.705, -2.028, -2.527], [-3.467, 1.131, 5.150], [0.874, 4.249, -0.486], [-2.302, -0.275, 4.143], [-6.248, -3.050, 4.467], [3.601, -2.097, 0.241], [1.600, -3.787, 4.782], [3.134, 3.878, 3.066], [1.483, 2.438, 5.509], [0.235, -0.024, 0.705], [1.831, 1.946, 7.609], [-7.302, 1.478, 2.901], [6.670, 6.050, 1.031], [-1.314, -4.191, 1.716], [4.712, 0.440, 4.107], [-2.284, 2.119, 1.568], [-3.753, -1.786, -2.103], [-5.478, -2.562, 2.552], [-2.463, -2.398, 1.168], [2.877, -0.362, 3.479], [-1.390, -0.180, -6.092], [-3.100, -5.031, -5.398], [2.740, -0.100, -3.800], [1.025, -3.704, -3.614], [-2.652, -4.935, -3.371], [-0.077, 0.357, -1.445], [2.083, 3.355, -6.347], [4.202, 1.109, -3.011], [-0.225, -4.087, -5.352], [1.716, -3.004, -0.035], [2.908, -2.975, -0.449], [2.641, 2.804, 2.461], [-6.119, 1.435, 2.335], [0.953, -3.305, 3.860], [-2.716, 1.576, 0.486], [-3.069, -5.727, -4.281], [-2.768, -1.490, -3.000], [-5.158, -2.794, 3.789], [0.531, -4.630, -4.359], [-0.196, -0.583, -5.890], [5.534, 5.500, 0.917], [3.884, -0.500, 4.242], [-1.843, -3.476, 0.762], [1.915, 4.740, -1.009], [-2.303, 0.563, 5.164], [2.342, 2.406, 6.502], [3.692, 0.714, -4.106], [1.243, 3.013, -7.180], [0.682, 0.462, -0.422], [0.157, 4.882, -0.161], [1.590, -4.009, -2.834], [0.856, 2.142, 7.787], [0.499, 2.328, 5.709], [1.142, -2.758, -3.947], [3.237, 4.231, -2.277], [0.564, 3.324, -0.747], [3.091, 1.658, 0.954], [0.562, 4.725, -6.846], [-3.728, 3.204, 0.193], [-3.669, -2.360, -1.276], [1.872, 4.218, -5.867], [0.375, 0.440, -7.497], [1.745, -3.218, 5.603], [-3.273, -0.381, 3.885], [-1.671, -2.445, -1.608], [6.598, 6.969, 0.619], [-7.021, 0.767, 0.639], [-4.042, 1.010, 4.329], [-3.527, 1.964, 5.717], [2.330, -1.190, 3.665], [-0.818, -1.663, -2.842], [-2.447, -2.070, 2.124], [0.527, 0.336, 1.602], [-2.386, -3.981, -3.569], [4.766, 1.946, -3.027], [2.593, 2.621, -5.878], [1.355, -2.399, 0.688], [-2.636, -1.622, 0.546], [1.422, -0.839, -7.000], [2.766, -0.313, -2.813], [-8.139, 1.725, 2.392], [4.098, 0.683, -2.101], [4.527, -1.947, -0.133], [-2.513, -5.144, -2.393], [-1.657, -1.027, 4.341], [-2.789, -4.082, -5.549], [-0.312, 3.917, -8.152], [7.546, 5.554, 1.110], [-4.759, -2.407, 1.859], [-1.694, 0.180, -6.986], [3.994, 4.240, 2.679], [-1.748, -4.111, 2.624], [-1.912, -0.036, -5.240], [-7.442, 1.410, 3.899], [-0.737, -0.268, 0.586], [1.064, -3.561, -0.568], [-0.862, -5.034, 1.391], [3.272, -1.727, 1.121], [-5.357, 1.416, 0.489], [2.141, -4.598, 4.518], [2.328, 2.878, -1.498], [4.795, 7.351, 0.601], [-2.274, 3.129, 1.551], [-0.571, -4.630, -6.130], [-0.113, -3.095, -5.507], [2.493, 0.545, 3.257], [-7.236, -3.041, 4.256], [-4.631, -1.377, -2.387], [3.673, 6.018, 0.463], [5.569, 0.184, 4.574], [2.587, 4.512, 3.631], [0.741, -3.349, 2.062], [2.284, -0.653, -4.512], [4.282, 2.773, 1.458], [-1.056, 0.162, -1.291], [1.635, -4.630, 2.679], [-3.649, 2.137, -1.187], [-1.781, 1.572, 2.251], [-6.068, -3.112, 5.458], [4.621, 0.931, 3.229], [0.332, 0.354, -2.368], [-3.523, -5.490, -6.192], [2.508, 2.033, 8.353], [-6.443, -2.703, 2.292], [1.718, 2.790, 4.591]], "forces_ev_per_angstrom": [[-1.03, 1.04, 0.55], [1.72, 0.37, -0.84], [-0.64, -0.43, 0.11], [0.41, 0.02, 0.21], [-0.52, -0.52, 0.36], [0.46, -1.93, -3.14], [-1.04, -1.29, 1.46], [-0.90, -0.10, -0.04], [-0.40, -1.46, 2.59], [0.25, -1.00, 0.93], [2.76, -1.89, -3.07], [-0.38, -1.01, -0.92], [2.13, 1.14, 2.30], [-0.86, 0.16, -1.66], [0.21, 3.29, 0.69], [2.09, 0.25, 0.78], [0.11, 0.40, -0.53], [-1.81, -1.11, -1.40], [1.83, -2.00, 5.04], [0.40, 0.26, -0.95], [2.48, -1.51, -2.58], [2.98, 0.02, -2.33], [-4.80, 4.19, -1.26], [-3.16, 2.31, -0.07], [-2.25, 2.24, -2.93], [0.26, -2.47, -9.38], [4.54, -2.18, -4.13], [5.01, -0.14, -0.58], [-3.13, 3.48, 1.99], [-6.31, -0.87, 3.78], [1.16, -1.75, -2.35], [-1.74, -1.16, 4.93], [3.49, 1.29, 0.37], [3.35, -4.26, 7.60], [-0.07, 2.06, 0.92], [-1.76, 0.68, -2.29], [-1.46, -1.03, 1.84], [-1.33, -1.28, 3.76], [-3.54, 0.07, 1.88], [5.21, 2.48, 0.61], [0.40, -2.49, 1.58], [4.46, 4.77, 0.50], [1.59, 1.40, 2.70], [-2.82, 1.26, -1.20], [-0.51, 0.70, -4.25], [-2.88, 3.04, 1.57], [-5.28, -1.57, -2.22], [-4.85, 2.59, 0.83], [-1.58, 0.40, -5.02], [-3.46, -3.04, -0.74], [2.42, 2.47, 3.38], [1.58, 3.50, 5.85], [-2.79, -0.32, -3.35], [5.42, 2.91, 7.24], [4.25, 3.67, 5.85], [-0.72, 0.52, -1.65], [-7.44, -1.05, 2.46], [0.64, 1.55, -0.59], [-3.46, -0.13, 2.24], [-0.26, -0.41, -1.15], [-4.58, 8.26, 2.89], [0.42, -4.18, 0.28], [0.63, -2.71, -0.77], [-2.17, 1.79, -0.52], [2.05, 0.91, -0.09], [-2.33, -2.89, -2.19], [0.68, -0.62, -3.77], [-2.62, -3.72, -1.27], [2.38, -3.88, 0.83], [1.33, 2.35, 0.12], [2.22, 0.09, -1.75], [0.65, -0.90, -0.64], [1.41, 1.10, -0.90], [0.98, 0.71, -2.77], [0.56, -5.66, -4.87], [5.56, 2.18, 1.04], [0.26, -0.19, 0.34], [0.36, 0.20, -0.12], [0.18, -0.40, 0.31], [0.14, -0.45, -0.28], [-0.13, -0.25, 0.04], [0.35, -1.00, 0.12], [0.03, 0.24, 0.06], [-0.28, -0.33, -0.01], [-1.10, 0.31, -0.80], [-0.06, 0.17, -0.68], [0.10, 0.10, -0.52], [0.85, -0.36, 0.68], [0.62, -0.03, -0.18], [0.10, -0.64, 0.19], [0.73, -1.71, -0.63], [-0.12, -0.38, 0.06], [1.49, -0.03, 0.41], [0.50, 0.24, -0.31], [-0.24, 0.89, 0.44], [-0.54, -0.04, -0.23], [-1.38, 0.54, -0.61], [0.01, -0.53, -0.61], [0.06, -0.43, 0.28], [0.31, 0.23, -0.07], [-0.02, -0.34, -0.14], [0.20, -0.43, -0.07], [0.60, 0.07, -0.01], [0.13, 0.00, -0.50], [0.15, -0.16, -0.29], [0.00, 0.38, -0.13], [-1.01, -0.79, -0.47], [0.34, -0.16, -0.08], [-0.26, 0.18, -0.26], [0.03, 0.28, 0.75], [0.02, -0.67, -0.42], [-0.21, -0.78, -0.68], [-0.09, -0.37, 0.49], [0.43, -0.11, 0.23], [-0.36, 0.12, -0.17], [-0.20, -0.12, 0.02], [0.20, 0.03, 0.47], [-0.06, 0.12, 0.14], [0.32, -0.44, 0.19], [-0.86, -0.31, -0.29], [0.53, 0.15, -0.18], [-0.23, -0.25, 0.98], [-0.15, 0.18, 0.18], [-0.19, -0.15, 0.47], [0.48, 0.05, -0.11], [-0.36, -0.57, -0.27], [0.65, 0.46, 1.18], [0.54, -0.45, -0.62], [-0.45, -0.28, 0.08], [0.48, -0.31, 0.79], [0.36, -0.24, 0.46], [-0.14, -0.11, -0.10], [-0.57, -0.14, 0.16], [0.61, 0.14, -0.71], [-0.21, -0.50, 0.54], [-0.06, 0.31, -0.40], [0.36, 0.85, -0.52], [0.02, -0.42, -0.08], [0.30, -0.52, -0.48], [-0.18, -0.26, 0.42], [0.26, -0.08, -0.43], [-0.02, -0.25, -0.48], [0.43, 0.09, -0.53], [-0.04, 0.09, 0.18], [-0.13, 0.16, 0.23], [-0.20, -0.15, 0.02], [0.76, 0.52, 0.40], [-0.19, 0.27, 0.03], [0.25, 0.10, 0.07], [-0.53, -0.02, 0.28], [0.51, 0.10, -0.48], [-0.07, -0.35, 0.38]]}